(1)
A single C15H15N3O2S3 molecule, computed with wB97M-V/def2-TZVPD.

ORCA input file:
```
! RIJCOSX wB97M-V def2-TZVPD def2/J DEFGRID3
* xyz 0 1
C 0.181 -4.202 -3.848
C 0.811 -2.819 -3.684
C 1.514 -2.717 -2.314
C 1.267 -1.390 -1.582
C -0.208 -1.201 -1.476
C -0.939 -1.419 -2.599
S -2.663 -1.297 -2.360
C -2.409 -0.949 -0.684
N -3.385 -0.766 0.190
C -3.002 -0.541 1.426
N -1.752 -0.434 1.863
C -0.773 -0.600 0.986
N 0.534 -0.450 1.435
S 1.386 0.886 0.844
O 2.778 0.569 0.874
O 0.792 1.294 -0.388
C 1.069 2.115 2.080
C -0.083 2.346 2.769
C 0.039 3.443 3.648
C 1.273 4.014 3.595
S 2.315 3.227 2.477
C -1.030 -0.910 -0.355
C -0.269 -1.728 -3.884
H 0.926 -4.979 -3.693
H -0.233 -4.321 -4.846
H -0.619 -4.339 -3.124
H 1.553 -2.687 -4.478
H 2.588 -2.862 -2.440
H 1.148 -3.520 -1.671
H 1.737 -1.401 -0.599
H 1.698 -0.560 -2.146
H -3.781 -0.409 2.164
H 0.606 -0.508 2.442
H -0.971 1.747 2.660
H -0.756 3.786 4.285
H 1.631 4.856 4.153
H 0.216 -0.814 -4.241
H -0.987 -2.045 -4.640
*
```

Computed properties:
- HOMO (eV) = -8.4
- M (g mol⁻¹) = 365.50
- F_max (eV/Å) = 1.2
- ΔE to the lowest compared entry with this formula, charge and spin (kcal per mole) = 0.0
- frontier orbital gap (eV) = 8.653
- SMILES = C[C@@H]1CCc2c(sc3ncnc(NS(=O)(=O)c4cccs4)c23)C1
- electronic energy (eV) = -56869.4649

Let us look at the Mulliken charges, expressed in e, one per atom: number 1, C, carries -1.7124; number 2, C, carries 0.6696; number 3, C, carries -1.4107; number 4, C, carries -0.7210; number 5, C, carries -0.1539; number 6, C, carries 0.4859; number 7, S, carries -0.3528; number 8, C, carries -0.1954; number 9, N, carries -0.5993; number 10, C, carries -0.3427; number 11, N, carries -0.7079; number 12, C, carries 0.2612; number 13, N, carries -0.1444; number 14, S, carries 1.1465; number 15, O, carries -0.6578; number 16, O, carries -0.5632; number 17, C, carries -0.0538; number 18, C, carries -0.0129; number 19, C, carries -0.6566; number 20, C, carries -0.4551; number 21, S, carries -0.0827; number 22, C, carries 1.1151; number 23, C, carries -0.9805; number 24, H, carries 0.4123; number 25, H, carries 0.4403; number 26, H, carries 0.3450; number 27, H, carries 0.3607; number 28, H, carries 0.3797; number 29, H, carries 0.4309; number 30, H, carries 0.4836; number 31, H, carries 0.3293; number 32, H, carries 0.4148; number 33, H, carries 0.5249; number 34, H, carries 0.3836; number 35, H, carries 0.4111; number 36, H, carries 0.4231; number 37, H, carries 0.2872; number 38, H, carries 0.4983



(2)
A molecular structure, C3H4S3, computed with wB97M-V/def2-TZVPD.

ORCA input file:
```
! RIJCOSX wB97M-V def2-TZVPD def2/J DEFGRID3
* xyz 0 1
C -0.569 -0.448 0.362
C -1.778 -0.187 -0.324
C 0.670 -0.195 -0.435
S -3.319 -0.441 0.220
S 2.005 -1.343 0.154
S 1.395 1.249 0.375
H -0.507 -0.844 1.395
H -1.638 0.054 -1.395
H 0.656 -0.185 -1.467
H 0.754 0.982 1.608
*
```

Computed properties:
- HOMO (spin up / spin down) (eV) = -8.8 / -8.9
- M (g mol⁻¹) = 136.27
- F_max (eV/Å) = 4.9
- ΔE to the lowest compared entry with this formula, charge and spin (kcal per mole) = 77.3
- frontier orbital gap (spin up / spin down) (eV) = 6.899 / 6.767
- electronic energy (eV) = -35678.1219

Let us look at the Mulliken charges, expressed in e, one per atom: number 1, C, carries -0.1983; number 2, C, carries -0.5777; number 3, C, carries -0.2226; number 4, S, carries -0.1840; number 5, S, carries -0.0941; number 6, S, carries -0.1420; number 7, H, carries 0.4897; number 8, H, carries 0.2347; number 9, H, carries 0.4782; number 10, H, carries 0.2161



(3)
3 unconnected molecules or ions with the total composition C5H8N2, computed with wB97M-V/def2-TZVPD.

ORCA input file:
```
! RIJCOSX wB97M-V def2-TZVPD def2/J DEFGRID3
* xyz 0 1
C 0.705 1.203 -0.641
C 0.149 0.015 0.010
C 1.984 -1.590 -0.104
C -1.828 0.507 0.680
C -2.855 0.067 -0.018
N 0.049 -1.061 0.514
N 2.951 -1.528 0.676
H 2.807 -0.934 1.496
H 2.001 -2.164 -1.040
H -1.847 1.157 1.548
H 0.094 1.462 -1.509
H 0.669 2.037 0.063
H 1.728 1.026 -0.978
H -2.733 -0.610 -0.861
H -3.875 0.413 0.165
*
```

Computed properties:
- HOMO (spin up / spin down) (eV) = -7.0 / -7.3
- M (g mol⁻¹) = 96.13
- F_max (eV/Å) = 5.6
- ΔE to the lowest compared entry with this formula, charge and spin (kcal per mole) = 156.2
- frontier orbital gap (spin up / spin down) (eV) = 7.547 / 8.133
- electronic energy (eV) = -8288.2222

Let us look at the Mulliken charges, expressed in e, one per atom: number 1, C, carries -0.9915; number 2, C, carries 0.5451; number 3, C, carries -0.0918; number 4, C, carries -0.3760; number 5, C, carries -0.5126; number 6, N, carries -0.4005; number 7, N, carries -0.4937; number 8, H, carries 0.2751; number 9, H, carries 0.3153; number 10, H, carries 0.2852; number 11, H, carries 0.2848; number 12, H, carries 0.2910; number 13, H, carries 0.3766; number 14, H, carries 0.2246; number 15, H, carries 0.2684



(4)
2 unconnected molecules or ions with the total composition C3H7NO2, computed with wB97M-V/def2-TZVPD.

ORCA input file:
```
! RIJCOSX wB97M-V def2-TZVPD def2/J DEFGRID3
* xyz 0 1
C 0.826 -0.475 2.233
C 1.434 0.574 1.344
O 0.940 0.866 0.282
H 0.252 -0.077 3.065
H 0.200 -1.079 1.588
H 1.595 -1.165 2.592
H 2.481 0.896 1.482
N -1.083 0.707 -1.846
C -1.374 -0.476 -2.478
O -2.461 -0.994 -2.498
H -0.359 0.925 -1.164
H -1.949 1.153 -1.563
H -0.501 -0.856 -3.035
*
```

Computed properties:
- HOMO (eV) = -9.7
- M (g mol⁻¹) = 89.09
- F_max (eV/Å) = 1.7
- ΔE to the lowest compared entry with this formula, charge and spin (kcal per mole) = 35.3
- frontier orbital gap (eV) = 10.285
- SMILES = CC=O.NC=O
- electronic energy (eV) = -8808.9970

Let us look at the Mulliken charges, expressed in e, one per atom: number 1, C, carries -0.8018; number 2, C, carries 0.1003; number 3, O, carries -0.5163; number 4, H, carries 0.2664; number 5, H, carries 0.2541; number 6, H, carries 0.2889; number 7, H, carries 0.3382; number 8, N, carries -0.4026; number 9, C, carries 0.0682; number 10, O, carries -0.5290; number 11, H, carries 0.3769; number 12, H, carries 0.2356; number 13, H, carries 0.3212



Q: The highest ΔE to the lowest compared entry with this formula, charge and spin belongs to which entry?
A: C5H8N2